(1)
DFT (the ωB97M-V functional and the def2-TZVPD basis) results for a gas-phase ion, C8H8ClFNOS (charge -1).

Expectation value of S² = 2.01
Orbital gap (alpha / beta) = 3.57 / 6.03 eV
Charge = -1
DFT total energy = -1397.761721 Eh
2S+1 = 3

```
21
Properties=species:S:1:pos:R:3:forces:R:3
C 0.1474 0.3839 1.3441 -1.14 0.30 -1.87
C 0.6496 0.6015 0.1059 0.05 0.68 0.12
C -1.5108 -0.0402 -1.0719 -1.25 -0.86 2.96
C 2.7100 -0.5447 -0.3990 -2.11 2.72 -0.77
C -1.3399 0.0675 1.5429 2.20 -1.31 2.25
C -0.0733 0.2777 -1.1777 1.13 0.91 -2.10
C -1.8058 -0.7998 0.4281 -0.37 0.39 -2.57
C 2.0904 0.9621 -0.1554 0.64 -2.43 2.80
N -2.5044 0.2765 -1.7978 0.59 -0.84 -0.20
O 2.3532 -1.2106 -1.4177 -0.11 -0.46 -0.76
F -3.1695 -1.0262 0.4956 -0.05 0.17 0.16
S 3.8770 -0.8901 0.7012 1.88 -0.66 1.84
Cl -1.0469 -2.3839 0.3423 0.26 -0.39 0.26
H 0.7504 0.5073 2.1910 0.78 0.17 1.10
H -1.4527 -0.3334 2.6517 -0.24 0.35 -2.43
H -1.8353 0.9888 1.4689 -1.25 1.25 0.03
H 0.0870 1.0676 -2.0793 -0.18 -1.71 2.19
H 0.6435 -0.6278 -1.4123 -1.27 0.71 -0.56
H 2.2919 1.4810 -1.0565 0.02 0.98 -0.89
H 2.5155 1.4568 0.8061 -0.42 -0.66 -1.80
H -3.3775 -0.2139 -1.5101 0.83 0.68 0.23
```
Forces are in eV/Å.

Results of the Löwdin charge analysis, in e, for atoms 1 through 5: C -0.095; C -0.292; C -0.319; C -1.066; C -0.185



(2)
DFT (the ωB97M-V functional and the def2-TZVPD basis) results for a molecular structure, C8H8ClNS.

Orbital gap = 8.13 eV
Charge = 0
DFT total energy = -1222.708643 Eh
Energy relative to the best compared isomer or geometry (same formula, charge and spin) = 37.1 kJ/mol

```
19
Properties=species:S:1:pos:R:3:forces:R:3
C -3.0316 -1.3608 -0.2482 -0.39 -0.64 -0.14
C -0.5349 1.4557 -0.6164 -0.01 0.09 0.01
C -0.0361 1.5912 0.6033 0.05 0.10 -0.10
C -0.1315 -1.0101 -0.6149 -0.12 -0.13 0.01
C 0.5553 -0.7965 0.7421 0.09 0.02 0.16
C -1.1208 0.1174 -0.9736 0.09 -0.08 -0.21
C -0.0510 0.3947 1.4944 -0.25 -0.37 0.10
C -2.4434 -0.0784 -0.2578 1.38 0.99 3.18
N -3.5109 -2.4025 -0.2298 -0.13 -0.33 -0.07
S -1.7631 -0.0048 1.9998 -0.71 0.00 -2.62
Cl -3.5858 1.2073 -0.4493 -0.22 0.09 -0.19
H -0.5633 2.2572 -1.3372 0.02 0.11 -0.02
H 0.3911 2.5122 0.9635 0.02 0.21 0.01
H 0.6157 -1.0577 -1.4067 -0.05 -0.04 -0.01
H -0.6754 -1.9569 -0.6154 0.12 -0.02 -0.09
H 0.4624 -1.6908 1.3570 0.04 0.01 0.02
H 1.6199 -0.5933 0.6056 -0.01 -0.04 -0.05
H -1.3394 0.0728 -2.0468 -0.02 -0.01 0.06
H 0.4691 0.5689 2.4355 0.09 0.04 -0.02
```
Forces are in eV/Å.

Results of the Löwdin charge analysis, in e, for atoms 1 through 5: C -0.346; C -0.098; C -0.117; C -0.140; C -0.206



(3)
DFT (the ωB97M-V functional and the def2-TZVPD basis) results for a molecular structure, C8H8FN10O4S2Ti.

Expectation value of S² = 0.75
Orbital gap (alpha / beta) = 5.32 / 6.87 eV
Charge = -2
DFT total energy = -2904.055619 Eh
2S+1 = 2
Energy relative to the best compared isomer or geometry (same formula, charge and spin) = 120.3 kJ/mol

```
34
Properties=species:S:1:pos:R:3:forces:R:3
Ti 0.6725 -0.2660 0.1129 2.52 -0.03 1.93
N -0.1856 0.1712 3.4677 -0.14 -0.13 -0.21
C -0.5560 1.1448 2.5585 0.14 0.41 -0.24
N -1.3258 2.1789 2.8648 -0.01 -0.14 0.24
N -1.3692 2.9071 1.7322 0.12 -0.03 -0.07
N -0.6614 2.3452 0.8126 -0.13 0.12 -0.07
N -0.1227 1.2097 1.2982 -0.99 0.69 1.27
C 0.5508 -0.9347 3.0954 0.53 -0.18 -0.03
N 0.7085 -1.9890 3.8806 -0.05 0.24 0.25
N 1.5705 -2.7793 3.2082 -0.02 -0.03 -0.24
N 1.8854 -2.2402 2.0798 0.22 -0.06 0.28
N 1.2658 -1.0413 1.9662 -0.07 -0.95 1.23
H -0.8226 0.0160 4.2285 -0.02 0.04 0.03
O -0.5376 0.2776 -1.1949 -1.73 1.33 -2.59
N -0.0464 1.1329 -2.0804 -0.03 0.32 -0.90
C -0.7673 2.2416 -2.3392 -0.02 -0.10 0.15
C -0.3888 3.1288 -3.3087 -0.12 0.27 -0.12
C 0.7775 2.8841 -4.0387 0.19 -0.49 0.20
C 1.5148 1.7565 -3.7494 -0.14 0.78 -0.36
C 1.1285 0.8482 -2.7523 0.07 -0.91 0.38
S 1.9781 -0.5663 -2.3643 -0.03 0.18 -0.54
H -1.6357 2.3579 -1.7112 0.02 -0.04 0.05
H -0.9926 4.0086 -3.4810 -0.01 -0.01 0.03
H 1.1043 3.5637 -4.8158 -0.01 0.04 0.00
H 2.4278 1.5402 -4.2840 0.01 -0.08 0.03
F 2.1241 0.7860 0.1480 0.90 0.84 -0.25
C -1.0123 -3.8529 1.1000 0.19 0.49 -0.22
S -1.0864 -2.3661 0.0904 -1.25 -1.48 0.19
O -2.0687 -2.6663 -0.9270 0.12 0.04 -0.02
O 0.2900 -2.1650 -0.4134 -0.35 -1.17 -0.34
O -1.4169 -1.2458 0.9690 0.09 0.05 -0.18
H -1.0195 -4.7013 0.4191 -0.01 0.00 0.01
H -1.8870 -3.8557 1.7459 -0.03 -0.01 -0.03
H -0.0960 -3.8290 1.6822 0.02 0.01 0.12
```
Forces are in eV/Å.

Results of the Löwdin charge analysis, in e, for atoms 1 through 5: Ti 0.817; N 0.138; C -0.468; N -0.001; N -0.121



(4)
DFT (the ωB97M-V functional and the def2-TZVPD basis) results for 2 unconnected molecules or ions with the total composition C8H8INS2.

Orbital gap (alpha / beta) = 5.57 / 5.45 eV
Charge = 0
DFT total energy = -1458.190378 Eh
Energy relative to the best compared isomer or geometry (same formula, charge and spin) = 553.3 kJ/mol

```
20
Properties=species:S:1:pos:R:3:forces:R:3
C 0.2597 1.9799 -0.2850 1.41 -0.89 0.18
C -1.7469 2.5121 -1.5272 -2.98 -1.01 1.64
C -0.7219 1.0220 -0.2003 0.23 1.15 1.10
C 0.8682 -1.3457 -1.0532 -2.31 3.08 -1.64
C 0.1931 -1.2242 0.1887 2.82 -2.16 -1.33
C 1.5585 -2.4134 -1.5028 1.76 -3.22 3.87
C -0.1782 0.0656 2.2411 -1.73 -1.28 -0.61
C -0.6682 -0.1854 0.7233 -1.10 -0.18 0.28
N -1.8565 1.3668 -0.8295 -1.11 0.60 -1.36
S 2.2883 -3.6610 0.9113 -0.55 0.90 -2.10
S -0.2816 3.2538 -1.2777 1.43 0.70 0.01
I 2.4230 -3.1956 -3.1560 -0.58 0.75 0.34
H 1.3039 1.8238 0.1050 -1.28 0.70 -0.56
H -2.7327 3.0576 -1.8272 2.29 -1.11 0.02
H 0.6905 -0.5795 -1.8655 -0.18 -0.24 1.05
H 0.5905 -2.0333 0.8447 -0.78 0.12 -0.05
H -0.1139 -0.8907 2.8269 -0.36 0.57 -0.87
H -0.9787 0.6690 2.7358 1.32 0.09 -0.33
H 0.8478 0.3756 2.1979 0.23 1.05 0.31
H -1.7449 -0.5977 0.7499 1.48 0.38 0.05
```
Forces are in eV/Å.

Results of the Löwdin charge analysis, in e, for atoms 1 through 5: C -0.360; C -0.491; C -0.427; C -0.272; C -0.017



(5)
DFT (the ωB97M-V functional and the def2-TZVPD basis) results for 2 unconnected molecules or ions with the total composition C8H8N2O3S.

Orbital gap = 7.75 eV
Charge = 0
DFT total energy = -1042.949428 Eh
Energy relative to the best compared isomer or geometry (same formula, charge and spin) = 281.0 kJ/mol

```
22
Properties=species:S:1:pos:R:3:forces:R:3
C 2.6151 1.0300 1.1432 -0.13 -1.30 0.86
C 2.1082 -0.2381 1.4606 0.76 -0.94 1.23
C 1.9626 1.8088 0.2346 -1.33 -2.27 0.08
C 0.9231 -0.7338 0.9344 0.02 0.77 -0.92
C 0.8390 1.2966 -0.3880 -0.58 -0.33 -0.22
C 0.3089 0.0366 -0.0285 2.30 1.72 0.43
C -0.8944 1.0083 -1.6116 -0.14 -0.74 -0.94
C -1.1000 -2.1288 -1.2437 -2.70 4.27 -2.84
N 0.0298 1.8738 -1.4161 -0.28 -0.85 0.21
N -0.8665 -0.1269 -0.7192 -1.19 -2.79 -0.74
O -1.8782 1.3003 1.2522 -0.12 -0.88 0.33
O -2.0915 -1.2050 1.2378 -1.00 1.74 -0.45
O -3.3822 0.2973 -0.3433 -0.40 -0.89 0.34
S -2.3367 0.0973 0.6157 0.84 -0.22 -0.07
H 3.4828 1.4200 1.6732 -0.14 -0.21 -0.20
H 2.6634 -0.8642 2.1961 -0.54 0.58 -0.60
H 2.3159 2.7418 0.1493 0.90 3.43 -1.04
H 0.4083 -1.6376 1.1304 0.26 -0.96 0.89
H -1.6349 0.9173 -2.4181 0.27 0.77 0.58
H -0.8508 -2.5751 -0.3787 1.28 -1.19 2.93
H -2.2479 -2.2766 -1.4243 2.44 0.74 -0.09
H -0.3739 -2.0421 -2.0559 -0.52 -0.42 0.20
```
Forces are in eV/Å.

Results of the Löwdin charge analysis, in e, for atoms 1 through 5: C -0.074; C -0.062; C -0.008; C -0.013; C -0.182



Please write out number 1 again, unchanged.
DFT (the ωB97M-V functional and the def2-TZVPD basis) results for a gas-phase ion, C8H8ClFNOS (charge -1).

Expectation value of S² = 2.01
Orbital gap (alpha / beta) = 3.57 / 6.03 eV
Charge = -1
DFT total energy = -1397.761721 Eh
2S+1 = 3

```
21
Properties=species:S:1:pos:R:3:forces:R:3
C 0.1474 0.3839 1.3441 -1.14 0.30 -1.87
C 0.6496 0.6015 0.1059 0.05 0.68 0.12
C -1.5108 -0.0402 -1.0719 -1.25 -0.86 2.96
C 2.7100 -0.5447 -0.3990 -2.11 2.72 -0.77
C -1.3399 0.0675 1.5429 2.20 -1.31 2.25
C -0.0733 0.2777 -1.1777 1.13 0.91 -2.10
C -1.8058 -0.7998 0.4281 -0.37 0.39 -2.57
C 2.0904 0.9621 -0.1554 0.64 -2.43 2.80
N -2.5044 0.2765 -1.7978 0.59 -0.84 -0.20
O 2.3532 -1.2106 -1.4177 -0.11 -0.46 -0.76
F -3.1695 -1.0262 0.4956 -0.05 0.17 0.16
S 3.8770 -0.8901 0.7012 1.88 -0.66 1.84
Cl -1.0469 -2.3839 0.3423 0.26 -0.39 0.26
H 0.7504 0.5073 2.1910 0.78 0.17 1.10
H -1.4527 -0.3334 2.6517 -0.24 0.35 -2.43
H -1.8353 0.9888 1.4689 -1.25 1.25 0.03
H 0.0870 1.0676 -2.0793 -0.18 -1.71 2.19
H 0.6435 -0.6278 -1.4123 -1.27 0.71 -0.56
H 2.2919 1.4810 -1.0565 0.02 0.98 -0.89
H 2.5155 1.4568 0.8061 -0.42 -0.66 -1.80
H -3.3775 -0.2139 -1.5101 0.83 0.68 0.23
```
Forces are in eV/Å.

Results of the Löwdin charge analysis, in e, for atoms 1 through 5: C -0.095; C -0.292; C -0.319; C -1.066; C -0.185